Entry 1:
Computed, not measured: a structure of composition C27H28N2PdSi at a distorted geometry, with ωB97M-V/def2-TZVPD.

Results
- relative energy (zero: lowest compared OMol25 entry of this formula, charge and spin) (kJ/mol) = 0.0
- HOMO-LUMO gap (spin up / spin down) (eV) = 6.58 / 4.37
- spin multiplicity = 5
- molecular weight (g mol⁻¹) = 515.04
- charge = +2
- E_tot (eV) = -42770.638

Each line ends with the Löwdin charge.
Geometry (Å):
C1 -2.14 -2.43 0.96  -0.16
C2 -2.29 -2.19 -0.44  -0.15
C3 -1.18 -2.82 -1.10  -0.18
H1 -3.03 -1.56 -0.93  0.13
C4 -0.36 -3.44 -0.11  -0.14
C5 -0.95 -3.20 1.16  -0.17
H2 -0.57 -3.58 2.10  0.12
H3 -2.85 -2.08 1.72  0.12
H4 -0.94 -2.73 -2.16  0.12
H5 0.58 -3.95 -0.32  0.14
Pd1 -0.48 -1.41 0.22  0.83
C6 2.86 2.38 0.33  -0.03
H6 3.21 1.40 -0.01  0.02
H7 2.20 2.22 1.19  0.02
H8 2.33 2.86 -0.49  -0.02
Si1 0.18 0.46 -1.90  0.82
C7 -0.34 2.05 -2.85  -0.36
C8 -1.32 2.08 -3.88  -0.10
H9 -1.91 1.20 -4.12  0.10
C9 -1.52 3.25 -4.64  -0.07
H10 -2.27 3.25 -5.44  0.12
C10 -0.78 4.40 -4.38  -0.06
H11 -0.97 5.32 -4.94  0.12
C11 0.18 4.39 -3.36  -0.06
H12 0.76 5.29 -3.13  0.11
C12 0.39 3.22 -2.60  -0.12
H13 1.16 3.23 -1.83  0.06
C13 1.58 -0.17 -2.96  -0.35
C14 1.89 0.37 -4.23  -0.06
H14 1.31 1.22 -4.62  0.11
C15 2.93 -0.15 -5.00  -0.05
H15 3.17 0.29 -5.97  0.12
C16 3.67 -1.24 -4.53  -0.05
H16 4.50 -1.64 -5.13  0.12
C17 3.36 -1.81 -3.29  -0.07
H17 3.93 -2.68 -2.93  0.11
C18 2.32 -1.28 -2.51  -0.13
H18 2.09 -1.73 -1.54  0.07
H19 -0.88 -0.41 -2.43  -0.02
H20 3.68 3.00 0.60  0.02
N1 -2.30 0.51 2.27  0.23
C19 -2.28 0.12 3.56  -0.18
C20 -3.30 0.42 4.48  0.05
C21 -3.12 0.16 5.84  0.00
C22 -1.96 -0.45 6.31  0.06
C23 -0.93 -0.86 5.42  -0.12
C24 0.25 -1.53 5.83  0.05
C25 1.14 -1.98 4.87  0.00
C26 0.86 -1.74 3.51  -0.09
N2 -0.19 -1.01 3.11  0.09
C27 -1.10 -0.61 4.02  -0.14
H21 -3.06 1.05 1.88  0.14
H22 -1.54 0.23 1.61  0.07
H23 -4.20 0.90 4.11  0.14
H24 -3.90 0.45 6.54  0.14
H25 -1.81 -0.62 7.38  0.15
H26 0.42 -1.72 6.88  0.14
H27 2.03 -2.54 5.12  0.13
H28 1.51 -2.16 2.73  0.12

Entry 2:
Computed, not measured: a cluster of 2 separate species, C27H28N3 in total at a distorted geometry, with ωB97M-V/def2-TZVPD.

Results
- relative energy (zero: lowest compared OMol25 entry of this formula, charge and spin) (kJ/mol) = 195.4
- HOMO-LUMO gap (eV) = 4.01
- spin multiplicity = 1
- molecular weight (g mol⁻¹) = 394.54
- charge = +1
- E_tot (eV) = -32916.899

Each line ends with the Löwdin charge.
Geometry (Å):
C1 -1.45 -0.97 -0.31  -0.07
N1 -1.10 -2.36 -0.42  -0.11
C2 -2.17 -3.32 -0.22  -0.17
C3 -1.82 -4.61 -0.91  -0.16
C4 -0.44 -5.07 -0.52  -0.17
N2 0.56 -4.01 -0.62  -0.04
C5 1.92 -4.50 -0.53  -0.17
C6 2.85 -3.38 -0.10  -0.18
C7 2.44 -2.06 -0.70  -0.26
N3 1.09 -1.67 -0.36  0.04
C8 0.23 -2.67 -0.46  -0.33
H1 -0.60 -0.38 -0.66  0.06
H2 -2.33 -0.77 -0.92  0.09
H3 -1.67 -0.69 0.72  0.09
H4 -2.32 -3.49 0.86  0.13
H5 -3.08 -2.86 -0.63  0.12
H6 -2.54 -5.37 -0.62  0.12
H7 -1.88 -4.47 -2.00  0.13
H8 -0.45 -5.42 0.53  0.13
H9 -0.12 -5.90 -1.16  0.13
H10 1.95 -5.33 0.20  0.12
H11 2.24 -4.90 -1.50  0.13
H12 2.82 -3.32 1.00  0.12
H13 3.87 -3.65 -0.39  0.11
H14 3.10 -1.26 -0.38  0.10
H15 2.53 -2.17 -1.80  0.12
C9 0.17 2.16 0.33  0.07
C10 1.56 2.54 0.52  -0.13
C11 2.28 2.05 1.63  -0.01
C12 3.59 2.47 1.87  -0.04
C13 4.20 3.40 1.02  -0.03
C14 3.49 3.92 -0.07  -0.04
C15 2.18 3.51 -0.31  0.01
C16 -0.56 2.30 -0.92  -0.11
C17 -1.97 2.27 -0.62  -0.11
C18 -2.93 2.49 -1.60  0.02
C19 -2.49 2.70 -2.91  -0.02
C20 -1.12 2.74 -3.22  -0.03
C21 -0.15 2.53 -2.23  0.02
C22 -2.12 2.15 0.82  -0.11
C23 -0.80 2.10 1.40  -0.09
C24 -0.68 2.28 2.78  0.03
C25 -1.84 2.36 3.57  -0.04
C26 -3.11 2.33 2.99  -0.02
C27 -3.26 2.26 1.60  0.02
H16 1.81 1.34 2.31  0.12
H17 4.13 2.09 2.74  0.12
H18 5.24 3.70 1.17  0.12
H19 3.95 4.65 -0.74  0.12
H20 1.60 3.99 -1.10  0.11
H21 -3.98 2.44 -1.33  0.12
H22 -3.23 2.82 -3.71  0.12
H23 -0.81 2.94 -4.25  0.12
H24 0.91 2.59 -2.45  0.12
H25 0.31 2.42 3.22  0.11
H26 -1.74 2.46 4.66  0.12
H27 -4.00 2.35 3.63  0.12
H28 -4.24 2.25 1.12  0.12

Entry 3:
Computed, not measured: a structure of composition C27H28N4O2Pr at a distorted geometry, with ωB97M-V/def2-TZVPD.

Results
- relative energy (zero: lowest compared OMol25 entry of this formula, charge and spin) (kJ/mol) = 2.3
- HOMO-LUMO gap (spin up / spin down) (eV) = 7.69 / 7.71
- spin multiplicity = 3
- molecular weight (g mol⁻¹) = 581.46
- charge = +1
- E_tot (eV) = -52575.450

Each line ends with the Löwdin charge.
Geometry (Å):
Pr1 0.27 -0.11 0.18  1.31
C1 -2.20 -2.24 -1.07  -0.01
C2 -2.44 -2.26 0.41  -0.29
C3 -3.62 -2.76 0.94  0.01
C4 -3.81 -2.73 2.30  -0.01
C5 -2.82 -2.19 3.11  0.01
C6 -1.67 -1.70 2.52  -0.19
N1 -1.48 -1.75 1.19  0.05
C7 -0.58 -1.07 3.34  -0.16
C8 -0.68 -0.98 4.72  0.02
C9 0.34 -0.37 5.42  -0.01
C10 1.43 0.13 4.74  0.02
C11 1.48 0.00 3.37  -0.16
N2 0.49 -0.59 2.69  0.07
C12 2.65 0.52 2.57  -0.18
C13 3.73 1.12 3.19  0.01
C14 4.75 1.62 2.40  -0.01
C15 4.67 1.50 1.03  0.01
C16 3.57 0.87 0.47  -0.28
C17 3.43 0.73 -1.01  -0.01
N3 2.59 0.38 1.24  0.05
H1 -2.94 -2.83 -1.60  0.09
H2 -1.21 -2.62 -1.33  0.08
H3 -2.26 -1.22 -1.45  0.09
H4 -4.37 -3.16 0.27  0.13
H5 -4.72 -3.11 2.74  0.12
H6 -2.97 -2.16 4.18  0.11
H7 -1.53 -1.37 5.25  0.11
H8 0.28 -0.28 6.50  0.13
H9 2.23 0.61 5.29  0.11
H10 3.79 1.21 4.26  0.11
H11 5.61 2.09 2.87  0.12
H12 5.45 1.89 0.39  0.12
H13 4.33 1.04 -1.53  0.09
H14 2.60 1.34 -1.39  0.09
H15 3.21 -0.30 -1.30  0.08
O1 -3.89 0.77 0.92  0.11
C18 -3.00 1.57 0.83  -0.44
C19 -3.11 3.09 0.93  -0.06
C20 -1.66 3.58 0.90  -0.05
C21 -0.89 2.31 0.65  -0.48
O2 0.36 2.21 0.48  -0.10
N4 -1.65 1.22 0.62  0.02
H16 -3.65 3.35 1.83  0.13
H17 -3.69 3.44 0.08  0.13
H18 -1.32 4.01 1.85  0.13
H19 -1.44 4.31 0.12  0.13
C22 0.40 -2.05 -5.37  -0.05
C23 0.43 -0.60 -4.87  -0.64
C24 -0.84 0.13 -5.33  -0.05
C25 1.67 0.11 -5.43  -0.05
C26 0.49 -0.59 -3.40  -0.13
C27 0.53 -0.58 -2.17  -0.18
H20 0.36 -2.07 -6.46  0.09
H21 -0.47 -2.58 -4.98  0.08
H22 1.30 -2.59 -5.05  0.09
H23 -0.88 0.14 -6.42  0.09
H24 -0.85 1.16 -4.97  0.09
H25 -1.73 -0.38 -4.96  0.08
H26 1.63 0.13 -6.52  0.09
H27 2.58 -0.41 -5.13  0.08
H28 1.72 1.14 -5.07  0.08